Here is a single CH4INOS molecule at a distorted geometry from the Open Molecules 2025 dataset. Energies are from wB97M-V/def2-TZVPD.

Each atom is followed by the atoms it is bonded to, with distances in Å.
CARTESIAN COORDINATES (ANGSTROEM)
1 C -0.778 -0.116 0.924  S4 1.739, H6 1.075, H7 1.010, H8 1.048
2 N 1.202 -1.022 -0.578  S4 1.639, H9 0.968
3 O -0.856 0.381 -1.603  S4 1.424
4 S 0.087 0.179 -0.556  C1 1.739, N2 1.639, O3 1.424, I5 2.343
5 I 1.090 2.293 -0.421  S4 2.343
6 H -1.608 -0.769 0.719  C1 1.075
7 H -0.098 -0.670 1.424  C1 1.010
8 H -0.751 0.763 1.492  C1 1.048
9 H 1.711 -1.039 -1.401  N2 0.968

The charge is 0. The largest force on an atom is 0.1139 Eh/bohr. The relative energy (zero: lowest compared OMol25 entry of this formula, charge and spin) comes out at 29.75 kcal per mole. The value obtained for the highest occupied orbital energy is -0.346 Ha.

Results of the Löwdin charge analysis, in e, for atoms 1 through 5: atom 1 (C): -0.209, atom 2 (N): -0.236, atom 3 (O): -0.460, atom 4 (S): 0.196, atom 5 (I): 0.623